(1)
C30H36Br33NO7 | ωB97M-V/def2-TZVPD

Geometry as XYZ:
```
107
Properties=species:S:1:pos:R:3:lowdin_charge:R:1
H -0.872 -4.707 1.440 -0.023
Br -8.604 -1.033 -1.480 0.577
H -11.460 -3.356 0.570 -0.023
H -3.891 -0.280 -2.302 0.116
Br -6.383 -3.262 -0.839 0.585
O 3.194 3.079 0.388 -0.089
H 1.540 -1.598 3.272 0.113
Br 5.923 4.939 -10.121 0.573
H 1.970 8.376 1.138 -0.022
Br 5.392 -0.129 4.570 0.561
Br 3.966 5.901 -4.567 0.549
Br -6.262 -7.775 -2.822 0.568
Br 3.650 -7.520 2.047 0.569
H 0.195 0.809 4.676 0.124
Br 3.673 0.248 7.256 0.593
C -7.569 -1.919 -0.099 -1.578
Br 4.280 9.220 1.502 0.571
H -0.045 -2.067 4.066 0.105
H -5.160 -5.544 5.683 -0.026
C 0.553 -1.162 3.657 -0.114
C -0.309 2.865 0.320 -0.293
H -8.274 -2.440 0.545 -0.157
Br 0.940 -6.278 0.848 0.632
Br -8.273 -3.775 7.947 0.552
Br 9.952 2.251 -8.855 0.550
C 3.113 2.678 -1.005 -0.200
Br -3.806 -6.258 -1.411 0.558
C -3.504 -1.657 -0.120 -0.231
H 8.099 0.760 -1.333 0.091
C 9.942 3.728 -10.113 -1.624
N 0.863 2.929 1.187 0.031
H 3.251 -5.354 0.895 -0.024
C -1.487 -1.383 1.803 -0.032
Br -12.555 -5.056 2.017 0.575
H 2.288 4.450 1.681 -0.020
H 8.969 4.214 -10.028 -0.078
C 6.248 0.745 -2.088 -0.206
C -3.689 -1.396 -2.504 -0.288
Br -6.615 -0.651 1.017 0.626
C -0.310 -0.569 2.457 -0.043
H 2.502 1.707 -1.093 0.144
Br 3.112 7.290 -0.787 0.573
H -2.626 -2.503 -4.194 0.068
H -6.216 -2.804 6.941 -0.093
H 4.045 0.523 -2.371 0.129
Br 5.617 7.941 -6.418 0.569
H -4.375 -0.923 -0.248 0.031
Br -5.533 -4.763 -3.667 0.550
Br -3.277 -6.338 4.266 0.581
O 7.202 1.015 -1.011 -0.116
C -2.727 -1.430 -3.813 -0.087
H -2.944 -3.097 2.667 0.059
C 1.117 1.907 2.207 -0.273
H 2.601 3.452 -1.671 0.144
H 1.654 4.502 -0.062 0.121
C -4.849 -6.463 -3.034 -1.592
Br -5.543 -4.140 3.666 0.558
C 0.760 -0.168 4.897 -0.263
O 0.352 -0.713 6.177 -0.121
Br -9.494 -4.088 1.908 0.619
H 6.351 -0.369 -2.390 0.125
C 5.102 0.955 6.152 -1.610
H -3.183 -0.798 -4.662 0.081
H -2.605 1.049 -0.837 0.110
H 4.784 1.939 5.810 -0.024
C -0.867 1.389 0.675 -0.004
Br 2.530 -4.739 3.192 0.609
H -1.675 -1.032 -3.574 0.083
H 5.036 8.074 -4.004 -0.028
C 4.770 4.755 -8.572 -1.625
H 1.880 0.126 4.901 0.071
C 2.941 7.892 1.049 -1.571
Br 3.216 5.908 -8.690 0.543
C -6.884 -2.440 7.721 -1.630
C 2.002 3.795 0.769 -0.228
Br -7.603 -0.747 7.106 0.560
H -3.805 -2.609 0.437 0.088
Br -5.818 -2.230 9.327 0.552
Br 10.114 3.115 -11.946 0.552
O -2.982 -2.066 -1.435 -0.202
C -4.471 -5.013 5.028 -1.595
H 4.580 0.514 -0.598 0.145
Br 2.908 8.906 -4.985 0.562
Br 6.738 1.208 7.164 0.558
C -2.326 -0.832 0.601 -0.049
H -0.139 -3.991 3.165 0.010
Br 4.274 2.906 -8.257 0.561
C -1.887 -2.863 2.299 -0.105
O 4.458 2.466 -1.525 -0.125
O -0.805 3.712 -0.459 0.062
Br -3.518 -3.728 6.125 0.591
H -4.175 -6.842 -3.801 -0.026
H 6.560 1.389 -2.983 0.124
Br 2.950 6.404 2.293 0.712
Br -10.851 -5.416 -0.683 0.572
H -4.683 -1.900 -2.795 0.064
C -0.903 -3.953 2.309 -0.057
C -11.137 -4.340 0.905 -1.595
Br 11.280 5.061 -9.670 0.555
C 2.672 -5.895 1.641 -1.577
C 0.007 0.820 1.863 0.026
H 0.314 0.074 6.776 0.092
C 4.462 7.752 -4.871 -1.599
C 4.729 1.045 -1.611 -0.185
H 5.344 5.082 -7.707 -0.066
O 2.029 1.947 3.060 0.073
C -2.027 0.593 0.031 0.068
```

Summary:
Molar mass = 3159.4 g mol⁻¹
HOMO-LUMO gap = 6.52 eV
E_LUMO = -1.0 eV
Net charge = 0
E_HOMO = -7.56 eV

---

(2)
C30H36BrCrN8O3 | ωB97M-V/def2-TZVPD

Geometry as XYZ:
```
79
Properties=species:S:1:pos:R:3:nbo_charge:R:1
H -0.930 -4.705 -2.360 0.237
H -2.316 0.087 -1.138 0.217
H -1.625 4.154 -2.447 0.210
H -1.869 0.824 2.240 0.381
C 0.262 -3.774 2.701 0.233
C 1.966 2.203 -2.690 -0.019
O -0.166 -2.272 -1.725 -0.690
H -0.607 -6.641 -0.868 0.231
C 1.152 0.345 5.100 -0.214
H 1.668 4.750 -3.862 0.209
C 1.366 1.704 4.912 -0.129
H 0.823 1.757 1.576 0.239
C 2.088 3.972 -4.504 -0.607
H 1.619 2.333 5.755 0.239
C 4.001 3.632 -2.958 -0.595
H 0.492 -5.705 3.625 0.242
O -0.403 0.170 0.077 -0.777
C -0.017 -4.146 1.309 0.134
H -4.055 0.125 2.081 0.385
N 0.711 0.091 2.771 -0.481
H 3.556 0.949 -1.947 0.227
H -2.353 0.517 -2.845 0.221
C 2.510 1.217 -1.877 -0.228
C 0.609 2.477 -2.544 -0.167
C -3.272 -1.396 1.005 0.614
C -1.723 2.151 -1.562 -0.097
H -0.303 -6.230 1.616 0.223
Cr -0.178 -1.279 1.227 1.364
N -3.310 -0.557 2.099 -0.441
N -2.112 -1.844 0.610 -0.457
H -1.958 2.863 -3.615 0.216
C 0.650 -1.907 4.055 0.257
H -5.294 -1.463 0.986 0.404
C -0.226 1.827 -1.636 0.029
H -3.141 2.894 -0.091 0.207
H 1.239 -0.093 6.084 0.233
C 0.512 -4.635 3.769 -0.203
C 0.834 -0.434 4.001 0.146
C -2.140 3.202 -2.594 -0.605
C -2.065 2.722 -0.176 -0.589
O -3.064 -3.191 -1.060 -0.422
N -2.055 -2.696 -0.497 0.186
C 0.342 0.835 -0.813 0.231
H -1.558 3.677 -0.016 0.213
C 0.926 1.393 2.592 0.083
C -0.541 -5.630 -0.487 -0.171
H 0.554 -2.689 -2.214 0.491
C 0.900 -2.702 5.152 -0.235
C 1.261 2.237 3.640 -0.233
C 3.446 1.901 -4.680 -0.595
N -2.075 -0.110 2.583 -0.646
C -2.550 0.886 -1.837 -0.604
H -3.616 1.121 -1.770 0.203
C -0.294 -5.409 0.916 -0.268
H -2.096 -0.107 3.595 0.380
H 0.173 3.231 -3.179 0.215
H 1.433 3.287 3.451 0.244
C 2.859 2.925 -3.700 -0.078
H -4.485 -2.333 -0.293 0.454
H 4.052 1.152 -4.168 0.204
N 0.291 -2.452 2.883 -0.512
N -4.466 -1.641 0.445 -0.785
H 3.611 4.369 -2.253 0.210
C -0.648 -3.193 -0.781 0.456
H -1.750 2.035 0.607 0.182
Br 2.461 -0.811 0.102 0.150
C 1.701 0.563 -0.971 -0.131
H 1.191 -2.276 6.101 0.233
N 0.055 -3.074 0.448 -0.641
H 4.618 2.926 -2.399 0.204
H 4.650 4.149 -3.668 0.214
H 4.086 2.401 -5.410 0.213
H -3.211 3.388 -2.496 0.216
H 2.766 4.457 -5.208 0.220
H 1.006 -4.732 5.843 0.239
C -0.702 -4.589 -1.309 -0.222
H 1.277 3.525 -5.082 0.211
H 2.653 1.381 -5.220 0.213
C 0.807 -4.087 4.998 -0.122
```

Summary:
Molar mass = 688.6 g mol⁻¹
HOMO-LUMO gap (alpha / beta) = 6.35 / 6.62 eV
E_LUMO (alpha / beta) = -3.5 / -3.6 eV
2S+1 = 5
Net charge = +1
E_HOMO (alpha / beta) = -9.87 / -10.18 eV

---

(3)
C30H36BrFeN5O6Se2Te | ωB97M-V/def2-TZVPD

Geometry as XYZ:
```
82
Properties=species:S:1:pos:R:3:lowdin_charge:R:1
C -2.771 2.583 0.296 -0.054
H -1.163 -3.746 1.595 0.000
C -2.998 -0.053 0.797 -0.731
C -0.874 -0.765 3.181 -0.226
H -4.743 2.808 1.123 0.100
H 0.712 -3.958 4.442 0.103
C 3.594 1.115 2.934 -0.289
H 1.788 -9.284 -0.092 0.067
O 0.248 0.501 -1.683 -0.114
C -1.571 0.597 -3.179 -0.112
H -0.836 2.003 -0.408 0.059
H 2.270 -4.451 -2.867 0.068
C -0.289 1.130 -2.599 -0.562
H 2.210 2.001 -0.085 0.039
C -3.279 -0.682 -3.381 -0.368
H -3.930 0.203 -5.224 0.153
N 1.640 -3.015 2.176 0.152
H 2.472 3.380 0.967 0.048
H 2.819 -8.658 1.189 0.067
O -1.028 2.862 -5.182 0.087
C 4.052 0.514 0.493 -0.496
H -4.958 0.348 1.561 0.082
H -0.508 2.602 -4.276 0.042
H -1.084 -2.898 5.772 0.095
O -2.785 2.081 -6.318 0.029
H 2.853 -3.426 -1.583 -0.006
H -2.087 -4.618 0.402 0.044
H -1.273 0.162 2.792 0.052
C -3.936 2.127 0.876 -0.082
C 0.233 -3.046 4.109 -0.033
H -2.097 -0.739 4.931 0.090
H 2.110 -2.439 1.462 -0.055
H 4.317 1.002 -0.445 0.047
H 3.175 1.934 3.539 0.103
C 3.653 1.611 1.474 -0.565
Se 2.732 -0.878 -0.048 0.629
C 0.301 -6.599 0.949 -0.046
C 1.808 -8.618 0.775 -0.080
C -4.294 -1.744 -3.135 -0.015
O 2.906 -0.085 3.183 -0.129
H 4.934 -0.021 0.860 0.054
H 5.555 4.036 0.391 0.072
C 1.417 -7.211 0.399 -0.305
N -3.291 0.157 -4.447 0.154
H 4.621 0.937 3.275 0.115
C -2.015 2.034 -5.367 -0.528
H 3.052 -6.929 -0.953 0.104
Te 0.041 -2.688 -1.129 0.910
H -2.612 3.626 0.063 0.108
N -1.853 0.353 0.280 0.011
H 4.516 3.404 2.298 0.121
C 4.772 2.660 1.530 -0.243
Br -3.273 -1.904 1.050 0.803
H -3.826 -2.524 -2.536 0.070
Fe 0.342 -0.445 0.355 -0.081
H -4.656 -2.176 -4.070 0.069
N 0.066 -1.339 2.417 0.040
H 1.987 0.093 2.902 -0.036
H -5.151 -1.355 -2.580 0.072
C -1.330 -1.263 4.379 -0.095
C 0.664 -4.577 -0.349 -0.518
Se 0.702 1.805 1.888 0.679
H 1.125 -9.025 1.523 0.061
C 2.713 -4.469 -1.867 -0.124
H 3.683 -4.970 -1.924 0.064
H 2.185 -3.737 2.614 0.108
C 2.364 2.295 0.952 -0.509
C 1.817 -5.184 -0.890 -0.323
O 0.135 2.211 -3.120 0.017
C -4.063 0.775 1.133 -0.136
H 5.710 2.169 1.822 0.115
C 2.160 -6.482 -0.518 -0.047
C -2.206 0.991 -4.332 -0.095
C 0.658 -2.456 2.891 -0.394
C -1.334 -4.739 1.186 -0.142
N -2.257 -0.438 -2.600 0.172
C -0.758 -2.452 4.839 -0.099
C -0.082 -5.307 0.589 -0.331
H -1.730 -5.390 1.970 0.071
O 4.941 3.309 0.267 -0.066
H -0.301 -7.142 1.674 0.098
C -1.759 1.673 0.034 -0.204
```

Summary:
Molar mass = 983.9 g mol⁻¹
HOMO-LUMO gap (alpha / beta) = 5.05 / 5.05 eV
E_LUMO (alpha / beta) = 4.1 / 4.1 eV
Net charge = -2
E_HOMO (alpha / beta) = -0.96 / -0.96 eV